Record 1
C6H10N4OS | wB97M-V/def2-TZVPD

```
! wB97M-V def2-TZVPD RIJCOSX def2/J DEFGRID3
* xyz 0 1
C 1.00 0.35 0.42
C -0.10 0.48 -0.37
C 2.45 0.50 -0.02
C -1.49 0.43 -0.01
C 3.39 0.14 1.07
C -2.57 1.10 -2.09
N -1.32 -1.98 -0.69
N -0.58 -2.34 0.12
N -0.19 -2.84 1.13
N -2.53 0.95 -0.58
O 2.70 0.85 -1.17
S -1.75 0.24 1.80
H 0.86 0.08 1.52
H -0.03 0.71 -1.36
H 3.64 0.96 1.73
H 4.31 -0.08 0.61
H 3.04 -0.74 1.59
H -3.42 0.36 -2.26
H -3.03 2.08 -2.18
H -1.73 0.71 -2.61
H 0.40 -2.29 1.77
H -3.04 0.34 1.58
*
```

The calculation puts the highest occupied orbital energy at -0.3353 Eh. As for the lowest unoccupied orbital energy: -0.742 eV. The frontier orbital gap is 0.30798 Eh.

Record 2
C9H16N2O2 | wB97M-V/def2-TZVPD

```
! wB97M-V def2-TZVPD RIJCOSX def2/J DEFGRID3
* xyz 0 1
C 1.69 -1.95 -0.36
C 1.78 -1.35 -1.82
C 2.04 -0.07 -2.01
C 1.72 0.43 0.47
C -1.43 2.30 -1.23
C -1.23 1.59 0.10
C -1.34 0.09 0.11
C -1.17 -0.36 1.63
C -1.20 -1.82 1.73
H 1.35 -1.25 1.65
H 1.85 -2.01 -2.63
H 2.62 0.19 -3.05
H 2.51 1.71 -1.22
H -0.55 1.93 -1.85
H -2.33 2.13 -1.67
H -1.28 3.32 -1.24
H -2.10 1.95 0.68
H -0.25 2.02 0.57
H -2.50 -0.16 0.15
H -0.66 -0.44 -0.63
H -1.84 0.00 2.41
H -0.18 0.18 1.96
H -0.35 -2.40 1.19
H -1.53 -1.86 2.92
H -2.13 -2.29 1.32
N 1.55 -0.86 0.73
N 1.62 0.80 -0.99
O 1.45 -3.13 -0.19
O 1.90 1.32 1.28
*
```

The calculation puts the highest occupied orbital energy at -0.3522 Eh. As for the lowest unoccupied orbital energy: 0.174 eV. The frontier orbital gap is 0.35863 Eh.

Record 3
C34H37MgN6O3P2S | wB97M-V/def2-TZVPD

```
! wB97M-V def2-TZVPD RIJCOSX def2/J DEFGRID3
* xyz 0 2
Mg 0.52 0.20 -0.06
O -0.46 1.87 0.57
P 0.12 2.84 1.58
C 1.64 2.20 2.34
P 1.34 0.51 2.98
O 0.75 -0.35 1.88
C 0.40 0.65 4.42
C -0.79 -0.13 4.58
C -1.57 0.01 5.69
C -1.22 0.93 6.71
C -0.05 1.68 6.58
C 0.75 1.57 5.46
C 3.04 -0.08 3.30
C 3.56 -0.15 4.59
C 4.85 -0.62 4.79
C 5.62 -1.03 3.71
C 5.09 -0.99 2.43
C 3.80 -0.51 2.22
C 0.62 4.36 0.75
C 1.55 5.25 1.30
C 1.85 6.43 0.64
C 1.24 6.72 -0.58
C 0.33 5.83 -1.13
C 0.03 4.65 -0.47
C -1.04 3.19 2.88
C -2.24 2.47 2.92
C -3.13 2.68 3.95
C -2.83 3.60 4.96
C -1.65 4.32 4.92
C -0.75 4.12 3.89
H 1.91 2.84 3.19
H 2.45 2.22 1.61
H -1.06 -0.83 3.80
H -2.47 -0.59 5.79
H -1.84 1.02 7.60
H 0.23 2.38 7.35
H 1.65 2.17 5.39
H 2.95 0.15 5.43
H 5.26 -0.67 5.79
H 6.62 -1.40 3.87
H 5.68 -1.33 1.58
H 3.38 -0.50 1.22
H 2.03 5.03 2.24
H 2.56 7.12 1.07
H 1.48 7.64 -1.09
H -0.13 6.04 -2.09
H -0.66 3.94 -0.91
H -2.44 1.75 2.15
H -4.05 2.11 3.99
H -3.53 3.75 5.78
H -1.42 5.04 5.70
H 0.17 4.70 3.87
O 2.33 0.66 -0.75
N 2.87 1.85 -1.05
C 3.98 2.18 -0.34
C 4.64 3.36 -0.54
C 4.16 4.23 -1.53
C 3.07 3.85 -2.27
C 2.38 2.63 -2.06
S 1.05 2.16 -2.99
H 4.28 1.44 0.38
H 5.51 3.59 0.05
H 4.64 5.17 -1.72
H 2.68 4.48 -3.05
C 2.32 -4.15 -1.15
N 1.55 -3.44 -2.16
C 1.02 -4.26 -3.25
C 0.88 -2.32 -1.75
N 0.82 -1.88 -0.55
N 0.25 -1.64 -2.79
C -0.64 -0.59 -2.69
N -1.14 -0.20 -3.91
N -0.99 -0.08 -1.57
H 2.97 -4.87 -1.65
H 1.69 -4.69 -0.44
H 2.95 -3.45 -0.61
H 1.67 -5.13 -3.36
H 1.03 -3.74 -4.20
H 0.01 -4.61 -3.05
H 1.23 -2.49 0.13
H 0.56 -1.87 -3.71
H -0.51 -0.30 -4.69
H -1.51 0.74 -3.89
H -1.63 0.69 -1.69
*
```

The calculation puts the highest occupied orbital energy (alpha / beta) at -0.1264 / -0.2665 Eh. The expectation value of S² is 0.76. As for the lowest unoccupied orbital energy (alpha / beta): 0.156 / 0.156 eV. The frontier orbital gap (alpha / beta) is 0.13211 / 0.27228 Eh.

Record 4
CH2N2O3S | wB97M-V/def2-TZVPD

```
! wB97M-V def2-TZVPD RIJCOSX def2/J DEFGRID3
* xyz 0 1
C 1.08 0.18 0.16
N 0.83 -1.18 0.27
N -0.04 -1.82 -0.06
O -2.21 0.77 -1.35
O -1.89 0.30 1.09
O 0.12 0.89 -0.46
S -1.48 0.17 -0.27
H 1.63 0.59 1.12
H 1.96 0.11 -0.51
*
```

The calculation puts the highest occupied orbital energy (alpha / beta) at -0.3465 / -0.3464 Eh. As for the lowest unoccupied orbital energy (alpha / beta): -1.532 / -1.538 eV. The frontier orbital gap (alpha / beta) is 0.29018 / 0.28984 Eh.

Relative energy (zero: lowest compared OMol25 entry of this formula, charge and spin) for every record listed, in sequence, given in kcal/mol: 116.5 133.7 3.8 68.2.
E_tot for every record listed, in sequence, given in eV: -25222.5259 -16663.5082 -85804.3643 -21023.4663.
Maximum force for every record listed, in sequence, given in eV/A: 6.10 7.41 0.49 5.52.